[1]
Density functional theory data (ωB97M-V/def2-TZVPD) for a single C20H20N2O2S2 molecule at a distorted geometry.

The geometry in XYZ format:
```
46
Properties=species:S:1:pos:R:3:forces:R:3:mulliken_charge:R:1
C 8.190 0.345 -1.206 -0.2 0.0 0.4 -1.030
C 7.753 0.721 0.207 0.3 0.2 -0.3 -0.432
O 6.838 -0.203 0.761 -0.1 -0.2 0.1 -0.450
C 5.533 -0.190 0.378 -0.3 -0.2 0.1 0.733
C 4.749 -1.197 0.941 0.3 0.1 0.0 -0.563
C 3.409 -1.246 0.629 -0.2 0.2 -0.3 0.817
C 2.818 -0.308 -0.249 0.9 -0.3 0.5 -0.638
C 3.610 0.688 -0.801 -0.2 -0.2 0.1 -1.079
C 4.953 0.744 -0.488 0.3 0.1 0.0 -0.073
H 5.547 1.531 -0.924 0.1 0.0 0.0 0.345
H 3.166 1.411 -1.465 0.0 0.1 -0.1 0.443
N 1.484 -0.491 -0.467 -0.8 0.0 -0.2 -0.350
C 1.028 -1.481 0.198 0.5 0.0 0.1 0.481
S -0.617 -2.017 0.168 -0.6 -0.1 -0.1 -0.228
C -1.408 -0.562 -0.609 0.3 -0.2 0.2 -0.915
H -0.615 -0.082 -1.184 -0.2 0.0 0.0 0.472
H -2.208 -0.924 -1.250 0.1 0.0 0.0 0.610
C -1.876 0.407 0.460 0.4 -0.1 -0.3 0.672
O -1.091 1.169 0.987 0.2 0.1 0.0 -0.655
N -3.201 0.419 0.776 -0.3 0.2 0.3 0.074
C -4.209 -0.416 0.260 -0.3 -0.4 -0.2 0.171
C -4.032 -1.797 0.187 -0.1 0.0 0.0 -0.452
C -5.032 -2.609 -0.311 0.1 0.0 0.0 -0.691
C -6.233 -2.056 -0.722 -0.1 0.0 0.0 -0.633
C -6.431 -0.694 -0.599 0.1 -0.1 0.0 -0.665
C -5.439 0.142 -0.103 0.0 0.0 0.0 0.597
C -5.741 1.607 0.075 0.1 0.2 0.0 -0.854
C -4.529 2.414 0.534 -0.1 -0.1 0.1 -0.750
C -3.707 1.571 1.504 0.1 0.5 0.1 -0.890
H -2.849 2.123 1.890 -0.2 -0.1 0.0 0.404
H -4.325 1.225 2.337 0.0 0.0 0.0 0.371
H -4.847 3.341 1.011 0.0 0.0 0.0 0.400
H -3.897 2.671 -0.319 0.0 0.0 0.0 0.298
H -6.136 2.015 -0.858 -0.1 0.0 0.0 0.429
H -6.537 1.691 0.822 0.0 0.0 0.0 0.375
H -7.377 -0.259 -0.890 -0.1 0.1 0.0 0.416
H -7.017 -2.684 -1.117 -0.1 -0.1 0.0 0.382
H -4.874 -3.675 -0.366 0.0 -0.1 0.0 0.420
H -3.115 -2.239 0.545 0.0 0.0 0.1 0.629
S 2.199 -2.369 1.188 -0.2 0.4 -0.3 -0.276
H 5.204 -1.907 1.611 0.1 -0.1 0.1 0.435
H 7.343 1.738 0.233 0.0 -0.1 0.1 0.347
H 8.614 0.682 0.881 -0.1 0.1 -0.1 0.312
H 8.932 1.055 -1.561 0.1 0.1 -0.1 0.353
H 7.344 0.346 -1.889 0.0 0.0 -0.1 0.338
H 8.626 -0.651 -1.203 0.1 -0.1 0.0 0.300
```
Positions in Å, forces in eV/Å.

The total charge is 0. The max |F| is 1.05 eV Å⁻¹. For the lowest unoccupied orbital energy, the calculation gives 0.77 eV. As for the HOMO energy: -7.76 eV. The total energy is -1830.52297 Ha. As for the gap between HOMO and LUMO: 8.521 eV. Its relative energy (zero: lowest compared OMol25 entry of this formula, charge and spin) is 0.380 eV. As for the structure (SMILES): CCOc1ccc2nc(SCC(=O)N3CCCc4ccccc43)sc2c1.



[2]
Density functional theory data (ωB97M-V/def2-TZVPD) for a single C12H13NO3S2 molecule.

The geometry in XYZ format:
```
31
Properties=species:S:1:pos:R:3:forces:R:3:mulliken_charge:R:1
C -0.417 -4.066 0.757 0.3 0.3 -0.1 -1.055
C 0.973 -3.527 0.432 -0.1 -0.5 0.1 -0.480
O 1.004 -2.117 0.340 -0.1 0.5 -0.2 -0.479
C 0.500 -1.497 -0.775 0.0 0.2 0.1 1.187
C 0.043 -2.129 -1.919 0.1 -0.1 0.1 -0.499
C -0.422 -1.384 -2.993 0.0 0.1 -0.1 -0.790
C -0.435 -0.006 -2.931 0.0 0.0 0.0 -1.111
C 0.016 0.642 -1.791 0.0 -0.2 -0.1 -0.475
C 0.483 -0.089 -0.713 -0.2 -0.1 -0.5 0.585
N 0.916 0.523 0.462 0.6 0.4 0.3 -0.215
S 1.530 2.065 0.606 -0.2 -0.2 0.4 1.084
O 2.414 2.025 1.731 -0.2 -0.2 0.1 -0.685
O 1.996 2.563 -0.649 -0.4 -0.1 0.0 -0.587
C 0.097 2.982 1.090 0.3 0.0 -0.4 0.162
C -0.296 3.252 2.364 0.3 -0.1 -0.1 -0.325
C -1.488 4.006 2.408 -0.1 0.0 -0.1 -0.492
C -1.967 4.287 1.166 0.2 -0.2 -0.3 -0.489
S -0.973 3.641 -0.079 -0.2 0.2 0.4 -0.072
H -2.848 4.839 0.907 -0.2 0.1 -0.1 0.432
H -1.962 4.324 3.319 -0.1 0.1 0.1 0.395
H 0.264 2.927 3.220 0.1 -0.1 0.2 0.480
H 1.292 -0.120 1.141 0.1 0.1 0.2 0.352
H 0.034 1.718 -1.747 0.0 0.0 -0.1 0.257
H -0.793 0.575 -3.767 0.0 0.1 -0.1 0.375
H -0.771 -1.895 -3.877 0.0 0.0 -0.1 0.373
H 0.052 -3.205 -1.996 0.0 -0.1 0.1 0.342
H 1.366 -3.983 -0.484 0.0 0.1 0.1 0.346
H 1.661 -3.757 1.251 -0.1 0.0 -0.2 0.355
H -0.374 -5.147 0.863 0.0 -0.1 0.0 0.376
H -1.124 -3.815 -0.029 -0.1 0.0 0.0 0.347
H -0.772 -3.634 1.689 0.0 0.0 0.1 0.307
```
Positions in Å, forces in eV/Å.

The total charge is 0. The max |F| is 0.80 eV Å⁻¹. For the lowest unoccupied orbital energy, the calculation gives 0.61 eV. As for the HOMO energy: -8.23 eV. The total energy is -1541.89273 Ha. As for the gap between HOMO and LUMO: 8.846 eV. Its relative energy (zero: lowest compared OMol25 entry of this formula, charge and spin) is 0.002 eV. As for the structure (SMILES): CCOc1ccccc1NS(=O)(=O)c1cccs1.



[3]
Density functional theory data (ωB97M-V/def2-TZVPD) for a molecular structure, C4H5F4NO2S2 at a distorted geometry.

The geometry in XYZ format:
```
18
Properties=species:S:1:pos:R:3:forces:R:3:mulliken_charge:R:1
C 0.981 0.283 -0.535 -1.2 -0.6 -1.1 0.024
C 1.166 -1.233 -0.580 -1.4 -1.3 2.6 0.218
C -0.478 0.729 -0.815 -0.5 0.1 0.1 0.637
C 1.426 0.851 0.780 -1.3 0.5 0.2 -1.274
N -1.665 -1.268 0.819 -4.6 1.7 -2.9 -0.237
O -3.091 0.588 -0.234 1.1 -0.4 0.6 -0.607
O -1.675 1.228 1.682 0.7 0.1 0.6 -0.539
F 2.455 -1.589 -0.289 -1.5 0.3 -0.4 -0.235
F 0.768 -1.874 -1.678 0.4 0.5 0.3 -0.235
F -0.468 2.075 -1.088 -0.1 -1.2 0.2 -0.264
F -1.084 0.069 -1.827 0.8 0.3 -0.3 -0.267
S -0.309 -1.943 1.225 4.7 -0.6 -0.7 -0.046
S -1.858 0.462 0.508 -1.1 -1.3 -1.1 0.967
H 1.572 0.581 -1.401 0.1 0.7 -0.2 0.442
H 2.270 0.293 1.006 1.6 -0.9 1.1 0.479
H 0.601 0.666 1.518 1.2 0.5 -0.4 0.282
H 1.757 1.889 0.725 -0.5 0.0 0.0 0.321
H -2.366 -1.808 0.184 1.6 1.4 1.3 0.334
```
Positions in Å, forces in eV/Å.

The total charge is 0. The max |F| is 5.74 eV Å⁻¹. For the lowest unoccupied orbital energy (alpha / beta), the calculation gives -0.59 / -0.59 eV. As for the HOMO energy (alpha / beta): -9.33 / -9.33 eV. The total energy is -1556.39157 Ha. As for the gap between HOMO and LUMO (alpha / beta): 8.738 / 8.739 eV. Its relative energy (zero: lowest compared OMol25 entry of this formula, charge and spin) is 0.000 eV.



[4]
Density functional theory data (ωB97M-V/def2-TZVPD) for a single C5H5N molecule at a distorted geometry.

The geometry in XYZ format:
```
11
Properties=species:S:1:pos:R:3:forces:R:3:mulliken_charge:R:1
C 1.831 0.518 0.658 1.1 0.7 1.2 0.154
C 0.739 0.437 1.380 -0.4 -0.2 -6.1 -0.795
C 1.623 -0.106 -0.661 0.9 -0.3 -0.1 -0.049
C -0.401 0.233 -0.509 1.2 0.0 2.6 0.297
C -1.654 -0.511 -0.647 -1.4 -0.4 -1.1 -0.812
N 0.553 0.150 -1.386 -0.2 0.7 0.8 -0.306
H 2.853 0.827 0.991 -0.9 -0.6 -0.4 0.323
H 0.390 0.533 2.329 -1.0 0.1 2.4 0.387
H -2.496 0.149 -1.055 1.2 -0.7 0.4 0.248
H -2.034 -0.925 0.300 0.4 0.2 -0.4 0.265
H -1.402 -1.305 -1.401 -0.9 0.5 0.8 0.288
```
Positions in Å, forces in eV/Å.

The total charge is 0. The max |F| is 6.10 eV Å⁻¹. For the lowest unoccupied orbital energy (alpha / beta), the calculation gives -0.30 / -0.29 eV. As for the HOMO energy (alpha / beta): -8.16 / -8.14 eV. The total energy is -248.01683 Ha. As for the gap between HOMO and LUMO (alpha / beta): 7.861 / 7.855 eV. Its relative energy (zero: lowest compared OMol25 entry of this formula, charge and spin) is 7.026 eV.



[5]
Density functional theory data (ωB97M-V/def2-TZVPD) for a single C4H10O molecule.

The geometry in XYZ format:
```
15
Properties=species:S:1:pos:R:3:forces:R:3:mulliken_charge:R:1
C -1.734 -0.836 0.139 0.0 0.0 0.1 -1.092
C -0.595 -0.099 -0.572 0.1 0.1 0.0 -0.443
C 0.727 -0.050 0.217 0.0 -0.1 -0.4 0.341
C 1.685 0.941 -0.425 0.0 0.0 0.0 -1.373
O 0.542 0.381 1.555 -0.2 -0.1 0.2 -0.508
H -1.681 -0.715 1.229 -0.1 0.0 -0.2 0.306
H -1.730 -1.911 -0.068 0.0 0.1 0.0 0.284
H -2.711 -0.437 -0.147 0.1 -0.1 -0.1 0.294
H -0.387 -0.574 -1.540 -0.1 0.1 0.1 0.328
H -0.899 0.934 -0.790 0.0 -0.1 0.1 0.311
H 1.181 -1.058 0.211 -0.1 0.2 0.0 0.192
H 1.858 0.683 -1.475 0.0 0.0 0.1 0.346
H 1.247 1.944 -0.378 0.1 -0.1 0.0 0.365
H 2.647 0.966 0.095 -0.1 -0.1 0.0 0.335
H -0.150 -0.168 1.947 0.3 0.2 0.0 0.315
```
Positions in Å, forces in eV/Å.

The total charge is 0. The max |F| is 0.44 eV Å⁻¹. For the lowest unoccupied orbital energy, the calculation gives 1.05 eV. As for the HOMO energy: -10.17 eV. The total energy is -233.63601 Ha. As for the gap between HOMO and LUMO: 11.221 eV. Its relative energy (zero: lowest compared OMol25 entry of this formula, charge and spin) is 0.243 eV. As for the structure (SMILES): CC[C@@H](C)O.



[6]
Density functional theory data (ωB97M-V/def2-TZVPD) for a molecular structure, C17H34ClINOP2Yb at a distorted geometry.

The geometry in XYZ format:
```
58
Properties=species:S:1:pos:R:3:forces:R:3:mulliken_charge:R:1
C 0.017 0.298 -4.817 -0.3 -0.4 -0.5 -1.035
C -0.173 -0.149 -3.384 -3.2 -1.2 -0.1 0.550
H -0.797 -0.162 -5.389 0.2 0.1 0.0 0.363
H 0.975 -0.033 -5.259 -0.4 0.2 0.4 0.319
H -0.049 1.393 -4.923 0.1 -0.4 0.3 0.309
O -1.089 -0.805 -2.929 2.6 1.5 -1.1 -0.463
I 1.424 0.536 -2.164 -0.1 1.1 0.6 0.308
Yb -2.051 0.871 1.455 0.0 1.2 -0.1 0.814
P -3.204 3.281 -0.189 -0.4 0.8 0.6 0.557
C -4.587 4.239 0.500 -0.4 -0.1 0.1 -1.234
C -1.847 4.511 -0.094 0.3 -0.1 0.3 -1.073
H -2.206 5.532 -0.255 0.0 -0.1 0.0 0.382
H -4.022 4.378 -2.220 0.1 -0.1 0.2 0.400
H -1.080 4.273 -0.835 -0.1 0.0 0.1 0.340
H -2.633 3.298 -2.539 -0.1 0.0 0.0 0.285
H -4.290 4.660 1.465 -0.1 0.0 -0.1 0.356
H -1.383 4.445 0.896 0.0 0.2 -0.1 0.302
C -3.557 3.421 -1.973 -0.2 -0.7 -0.2 -1.162
H -4.918 5.025 -0.188 0.0 0.0 0.3 0.375
H -4.238 2.613 -2.248 0.0 0.1 -0.2 0.355
H -5.404 3.527 0.679 0.0 0.4 0.0 0.345
P 3.299 -1.244 -2.273 0.7 -0.3 0.2 0.669
C 3.053 -2.325 -0.866 0.3 -0.5 0.0 -0.751
C 2.586 -2.134 -3.686 0.3 -0.1 -0.4 -1.184
H 5.327 0.015 -2.805 -0.1 -0.5 0.1 0.352
H 5.587 -1.778 -2.750 0.2 0.3 0.1 0.385
H 5.377 -0.846 -1.227 0.0 0.0 -0.4 0.348
C 5.080 -0.922 -2.281 0.3 -0.2 -0.6 -1.073
H 2.200 -1.441 -4.449 0.3 -0.3 0.3 0.199
H 3.358 -2.761 -4.149 -0.3 0.0 0.1 0.418
H 3.088 -3.351 -1.253 -0.1 0.1 0.4 0.407
H 2.101 -2.120 -0.381 -0.3 -0.1 0.0 -0.159
H 1.751 -2.763 -3.332 0.4 0.3 -0.1 0.398
H 3.879 -2.165 -0.166 -0.2 -0.1 0.0 0.401
Cl -1.155 1.460 -0.784 0.7 0.1 -0.5 -0.418
C 0.667 -0.155 4.023 0.2 0.4 0.2 -0.284
N 1.594 -1.015 3.255 0.4 -0.2 -0.8 -0.058
C 2.822 -1.367 4.041 -0.2 0.3 0.3 -0.817
C 0.938 -2.280 2.697 0.2 -0.1 0.4 -1.057
C -0.446 -2.013 2.201 -2.1 -0.8 1.5 0.108
C -1.591 -2.311 2.994 1.1 0.3 0.5 -0.251
C -2.832 -1.856 2.562 -0.5 -0.2 0.6 -0.609
C -3.005 -1.399 1.249 -0.1 -1.1 -1.4 -0.662
C -1.884 -1.407 0.361 -2.6 -0.4 1.3 -0.725
C -0.673 -1.529 0.966 3.8 0.6 -2.9 0.436
H 0.206 -0.732 4.832 0.0 0.2 -0.3 0.390
H -0.080 0.270 3.341 0.2 -0.4 0.4 -0.283
H 1.262 0.662 4.433 -0.1 0.0 0.1 0.427
H 1.897 -0.489 2.409 -0.4 -0.3 0.6 0.356
H 2.535 -2.072 4.835 0.1 0.3 -0.3 0.388
H 3.553 -1.821 3.373 -0.1 0.0 0.1 0.316
H 3.219 -0.443 4.483 0.0 -0.4 -0.1 0.346
H 1.611 -2.629 1.908 -0.3 0.1 0.1 0.311
H 0.949 -3.029 3.499 0.0 0.3 0.0 0.451
H -1.447 -2.804 3.961 -0.5 0.1 -0.2 0.423
H -3.695 -1.957 3.231 0.3 0.1 -0.4 0.442
H -4.001 -1.134 0.870 0.1 -0.2 0.3 0.602
H -2.013 -1.269 -0.711 0.1 0.2 0.2 0.366
```
Positions in Å, forces in eV/Å.

The total charge is +2. The max |F| is 4.78 eV Å⁻¹. For the lowest unoccupied orbital energy (alpha / beta), the calculation gives -5.77 / -6.10 eV. As for the HOMO energy (alpha / beta): -11.79 / -11.85 eV. The spin multiplicity is 2. The total energy is -3396.75770 Ha. As for the gap between HOMO and LUMO (alpha / beta): 6.021 / 5.757 eV. Its relative energy (zero: lowest compared OMol25 entry of this formula, charge and spin) is 0.000 eV.



[7]
Density functional theory data (ωB97M-V/def2-TZVPD) for 2 unconnected molecules or ions with the total composition C17H24N2O6S at a distorted geometry.

The geometry in XYZ format:
```
50
Properties=species:S:1:pos:R:3:forces:R:3:mulliken_charge:R:1
C -0.058 1.719 4.132 -0.4 1.0 -0.3 -0.824
C -1.314 0.670 4.056 -0.3 2.6 0.2 -0.107
N -1.054 -0.697 4.645 -0.4 -1.7 -1.3 -0.124
C 0.276 -1.360 4.364 5.4 -1.2 0.6 0.148
O 1.385 -1.451 5.119 -7.4 1.2 -4.2 -0.540
C 0.245 -2.076 2.891 -2.4 -0.7 -1.3 0.275
C 1.420 -2.609 1.882 -4.6 -0.4 -1.0 -0.452
C 0.893 -3.295 0.451 -3.0 1.9 3.6 -0.445
C -0.746 -3.394 0.198 1.1 0.8 2.1 0.517
C -1.241 -4.038 -1.226 -0.9 0.8 1.0 -0.860
C -1.763 -2.803 -2.197 0.3 -1.0 -0.8 -0.471
C -0.634 -1.645 -2.477 0.0 0.8 -0.2 -0.546
C -1.287 -0.198 -3.001 0.9 -0.6 -1.3 -0.589
S -1.741 0.817 -1.463 2.7 0.8 6.1 0.891
O -2.318 -0.093 -0.336 1.0 3.0 -4.6 -0.500
O -0.447 1.531 -0.919 -4.8 -2.5 -2.8 -0.489
O -2.841 2.107 -1.848 1.0 -2.3 1.4 -0.487
C -1.892 -2.860 1.254 4.0 0.6 1.6 -0.392
C -1.373 -2.176 2.650 2.7 -1.6 -3.1 0.267
C -2.156 -1.495 3.918 -3.5 -0.7 1.0 0.278
O -3.432 -1.513 4.311 8.3 0.1 -2.8 -0.557
H 0.881 1.338 4.717 -1.8 0.5 -1.3 0.303
H -0.426 2.694 4.696 0.8 -2.1 -1.1 0.269
H 0.189 2.079 3.021 -0.2 -1.0 2.6 0.159
H -1.686 0.632 2.929 0.9 -0.2 2.2 0.092
H -2.193 1.157 4.700 1.9 -1.4 -1.5 0.291
H 2.547 -2.481 2.168 -2.5 -0.3 -0.6 0.345
H 1.646 -3.686 -0.371 -1.8 0.9 2.0 0.272
H -0.435 -4.724 -1.724 -1.4 1.5 1.0 0.348
H -2.209 -4.690 -0.994 2.2 1.3 -0.5 0.310
H -2.775 -2.415 -1.755 2.2 -0.4 -0.8 0.312
H -2.014 -3.315 -3.245 0.4 1.2 2.2 0.346
H 0.117 -1.961 -3.345 -1.8 0.6 1.8 0.361
H 0.037 -1.371 -1.557 -1.4 -0.7 -1.6 0.228
H -0.411 0.390 -3.559 -2.1 -1.0 1.5 0.335
H -2.183 -0.355 -3.738 1.5 0.5 1.7 0.374
H -3.252 2.319 -0.951 0.7 -0.5 -1.4 0.385
H -3.052 -2.933 1.078 2.7 0.0 0.1 0.287
C 3.785 2.507 -3.139 -0.8 0.2 0.4 0.061
O 3.425 1.374 -3.435 0.0 0.8 0.3 -0.579
N 3.032 3.430 -2.446 1.1 -0.7 -0.8 0.194
C 3.532 4.753 -2.135 -0.2 -0.2 0.0 -0.906
C 1.698 3.067 -2.014 0.1 -0.4 0.0 -0.921
H 4.782 2.885 -3.419 0.0 0.1 0.1 0.273
H 3.538 4.882 -1.049 0.1 0.2 -0.1 0.318
H 2.872 5.496 -2.591 0.2 0.1 0.1 0.315
H 4.546 4.891 -2.519 -0.2 -0.1 0.0 0.307
H 1.762 2.195 -1.357 -0.2 0.2 -0.2 0.308
H 1.098 2.806 -2.891 -0.1 0.0 0.2 0.210
H 1.226 3.897 -1.480 0.2 -0.1 -0.1 0.406
```
Positions in Å, forces in eV/Å.

The total charge is 0. The max |F| is 8.81 eV Å⁻¹. For the lowest unoccupied orbital energy, the calculation gives -1.09 eV. As for the HOMO energy: -8.92 eV. The total energy is -1620.80012 Ha. As for the gap between HOMO and LUMO: 7.828 eV. Its relative energy (zero: lowest compared OMol25 entry of this formula, charge and spin) is 15.376 eV. As for the structure (SMILES): CCN1C(=O)c2ccc(CCCCS(=O)(=O)O)cc2C1=O.CN(C)C=O.